Record 1
30
Properties=species:S:1:pos:R:3:forces:R:3 method="wB97M-V/def2-TZVPD" spin_multiplicity=1 lumo_energy_ev=0.231 molar_mass_da=193.27 smiles=OCNCCCS.O.O.O.O gap_ev=8.881 de_lowest_ev=1.016 homo_energy_ev=-8.650
C -0.162 -0.897 0.084 1.1975 -0.2570 -0.5770
N -1.325 -0.583 0.863 -0.5179 0.0240 0.0144
C -1.902 -1.508 1.763 -0.8392 -0.1546 0.9172
O -3.012 -2.305 1.310 0.1448 -0.8036 -0.4139
C -0.319 -1.761 -1.173 -1.1497 -0.2851 -0.6528
C 0.834 -1.790 -2.171 0.5646 0.1520 -0.0038
S 2.383 -2.698 -1.769 -0.4137 -0.2124 0.1215
H 0.539 -1.417 0.750 0.0365 0.2823 -0.1047
H 0.321 0.035 -0.256 -0.1276 -0.0841 0.3832
H -2.028 -0.040 0.384 0.1618 0.2417 -0.0428
H -1.154 -2.212 2.140 0.0644 0.0831 -0.2881
H -2.347 -1.029 2.654 0.5165 0.4254 -0.2653
H -3.487 -1.935 0.562 0.3059 0.3103 0.0181
H -0.680 -2.746 -0.882 0.1309 -0.2395 -0.0718
H -1.115 -1.330 -1.815 -0.0738 -0.0695 0.5149
H 0.613 -2.302 -3.119 -0.6631 0.3875 0.4076
H 1.001 -0.728 -2.395 0.5725 -0.3316 -0.2083
H 3.175 -1.714 -1.383 0.1426 0.5228 0.3116
H 2.643 1.042 0.706 0.1519 -0.0888 0.3891
H 3.116 0.205 1.920 -0.1281 0.0695 0.0992
O 3.249 0.335 0.980 0.0694 -0.0465 -0.4680
H -2.453 2.529 0.788 0.1784 0.0246 0.1833
H -1.287 3.081 -0.051 0.1237 -0.2089 0.2256
O -1.524 2.780 0.846 -0.2326 0.1918 -0.2090
H 1.517 3.044 1.747 0.9734 0.4597 -0.0834
H 0.609 2.351 0.931 -0.0341 -0.3341 -0.7581
O 1.524 2.688 0.847 -1.0125 -0.2603 1.3448
H 0.145 3.052 -2.184 0.3252 0.1569 -0.1829
H 0.989 3.044 -0.817 -0.7302 0.0016 -0.7011
O 0.138 2.810 -1.259 0.2626 0.0427 0.1006

Record 2
29
Properties=species:S:1:pos:R:3:forces:R:3 method="wB97M-V/def2-TZVPD" spin_multiplicity=2 lumo_energy_ev="-0.313 / -3.252" molar_mass_da=163.19 gap_ev="6.956 / 3.986" homo_energy_ev="-7.269 / -7.238" s_squared=0.76
O 0.321 -0.671 -1.025 -0.3026 1.0607 -2.0014
H -0.007 -1.422 -0.525 -0.9052 -3.6645 2.3900
H 0.089 0.078 -0.471 -0.0064 1.5944 0.9992
H 1.266 -0.687 -1.193 1.1206 -0.2100 -0.4404
C -1.206 2.067 -1.649 -0.2693 -1.2135 1.6265
C -0.680 2.472 -0.200 0.4097 -0.9987 -0.5269
C -1.655 3.277 0.604 -0.4503 0.3164 -0.5748
O -0.077 1.454 0.585 -0.4860 1.2370 -1.8419
H -1.714 2.922 -2.094 0.1863 -0.1742 -0.0590
H -1.895 1.235 -1.503 -0.4436 0.1039 -0.2649
H -0.406 1.658 -2.266 0.0848 0.4324 -0.0531
H 0.053 3.152 -0.633 1.2665 0.2222 0.9887
H -2.516 2.658 0.858 -0.0425 0.1288 0.1718
H -1.960 4.029 -0.124 -0.4679 0.3224 0.3930
H -1.245 3.775 1.483 0.0916 -0.2748 -0.0778
C 0.015 -2.893 2.032 -0.6271 -0.4767 -2.8356
O -0.509 -2.652 0.676 0.8078 1.6274 1.0759
H -0.741 -2.834 2.816 -0.1985 0.0901 0.0538
H 0.352 -3.925 1.936 0.2904 -0.2753 0.8241
H 0.860 -2.267 2.318 0.2253 0.3079 0.0582
O 2.976 -0.413 -1.727 -0.3099 0.0054 0.2247
H 3.687 0.056 -2.165 0.0454 0.2044 -0.2843
H 3.323 -0.619 -0.859 0.2640 -0.1093 0.2341
O 2.481 -3.218 -0.593 0.2728 0.2639 -0.4038
H 3.157 -2.665 -0.200 0.2622 -0.1753 0.1735
H 1.837 -3.342 0.105 -0.7929 -0.0803 0.3093
O -2.284 -0.396 1.446 -0.7698 0.8361 0.2086
H -1.830 0.316 0.994 0.0671 0.1183 0.0767
H -1.689 -1.143 1.375 0.6776 -1.2191 -0.4443

Record 3
6
Properties=species:S:1:pos:R:3:forces:R:3 method="wB97M-V/def2-TZVPD" spin_multiplicity=1 lumo_energy_ev="-2.880 / -1.341" molar_mass_da=50.06 gap_ev="7.255 / 9.513" de_lowest_ev=6.436 homo_energy_ev="-10.135 / -10.855"
C -1.804 -0.168 -0.003 8.5551 -3.8211 -0.0091
C -2.696 0.615 0.002 -3.3393 2.6466 0.0133
C 0.020 -0.692 0.001 -6.1276 0.5528 0.0009
C 1.140 -0.079 0.000 1.0818 0.6747 0.0004
H 1.296 0.991 -0.012 -0.3040 0.2052 -0.0011
H 2.045 -0.668 0.012 0.1340 -0.2582 -0.0044

Record 4
6
Properties=species:S:1:pos:R:3:forces:R:3 method="wB97M-V/def2-TZVPD" spin_multiplicity=1 lumo_energy_ev="-2.989 / -3.220" molar_mass_da=50.06 gap_ev="7.989 / 7.807" de_lowest_ev=8.505 homo_energy_ev="-10.978 / -11.027"
C -2.862 -0.217 0.179 -1.2955 -0.5332 0.4188
C 0.687 0.328 0.054 2.2922 2.1477 2.8328
C -1.830 0.282 -0.196 1.9394 0.4154 -0.4626
C 1.776 -0.258 -0.188 -3.7820 -1.1800 -1.7430
H 1.709 -1.206 -0.738 1.6639 -0.0263 0.2597
H 0.520 1.070 0.890 -0.8180 -0.8235 -1.3057

Record 5
31
Properties=species:S:1:pos:R:3:forces:R:3 method="wB97M-V/def2-TZVPD" spin_multiplicity=1 lumo_energy_ev=-2.874 molar_mass_da=174.22 total_charge=+1 gap_ev=9.716 de_lowest_ev=1.489 homo_energy_ev=-12.590
C -2.183 0.854 0.656 0.6707 -0.1519 2.1511
C -2.200 -0.663 0.416 -0.5488 1.2558 -0.2328
C -1.072 -1.447 1.076 -1.4603 -0.5536 0.2385
N 1.585 -1.994 -0.236 0.2888 0.4756 1.2323
C 1.401 -1.040 0.667 -1.2761 -0.5261 -1.2213
N 0.198 -0.756 1.091 0.1933 0.3207 -0.2635
N -1.782 1.093 2.067 0.1589 -0.3891 0.2547
H -3.170 1.294 0.522 0.1632 0.0806 -0.9233
H -1.355 1.310 0.117 -0.5334 0.2478 -0.7607
H -3.133 -1.057 0.824 -0.0188 -0.1316 -0.1018
H -2.251 -0.729 -0.669 0.1931 -0.6265 -0.0638
H -1.325 -1.575 2.130 -0.0077 0.2453 0.0726
H -1.215 -2.462 0.702 1.3105 -0.0612 -0.4019
H 2.528 -2.162 -0.541 -0.1347 -0.2623 -0.2546
H 0.750 -2.397 -0.643 0.2924 -0.3103 -0.3051
H 2.194 -0.379 0.968 0.2510 -0.0768 0.0104
H 0.015 0.186 1.423 0.4851 0.1021 0.9516
H -2.482 0.747 2.713 0.0182 0.0334 0.0080
H -1.615 2.062 2.302 -0.1445 0.0907 -0.2495
H 2.153 2.335 1.922 0.0599 0.3254 -0.3438
H 1.782 1.914 0.431 0.3962 0.6246 0.0849
O 1.786 1.655 1.352 -0.4163 -0.6412 0.3618
H 0.119 -1.996 -2.900 0.0986 0.1321 0.0900
H -1.342 -2.127 -2.648 -0.4189 -0.0356 0.1144
O -0.535 -1.863 -2.201 0.3636 -0.1640 -0.2699
H 2.577 0.416 -1.678 0.1896 -0.0209 -0.3110
H 4.100 0.642 -1.535 0.0041 0.0582 -0.1094
O 3.347 0.183 -1.152 -0.1552 -0.0494 0.2340
H 0.762 2.109 -1.865 0.7584 0.9577 0.0515
H 0.228 3.361 -2.842 0.9540 0.1496 0.5495
O 0.136 2.486 -2.468 -1.7348 -1.0993 -0.5929

Record 6
32
Properties=species:S:1:pos:R:3:forces:R:3 method="wB97M-V/def2-TZVPD" spin_multiplicity=5 lumo_energy_ev="0.522 / 0.225" molar_mass_da=229.15 gap_ev="6.192 / 10.207" de_lowest_ev=0.000 homo_energy_ev="-5.670 / -9.981" s_squared=6.00
V -2.709 -1.311 1.829 0.4204 0.0413 -0.1702
O -1.182 0.094 1.471 0.4245 -0.6386 0.0081
H -0.331 -0.271 1.160 -0.5940 0.0384 0.8099
C 0.694 -1.090 -3.159 -0.7297 -1.2412 0.2208
C 0.635 -0.847 -1.633 0.4802 0.5679 -0.4390
C 1.634 0.221 -1.216 1.2386 0.0964 -0.7731
O 2.938 -0.324 -1.245 1.2348 0.0703 -0.0916
C 4.028 0.563 -0.912 -0.6951 -0.4351 0.6819
N -0.693 -0.369 -1.324 -0.7895 0.8191 -0.0064
H 0.062 -1.942 -3.410 -0.2700 -0.2265 0.2470
H 1.627 -1.380 -3.644 0.3408 0.6182 0.5037
H 0.179 -0.284 -3.681 0.4778 0.3918 0.0261
H 0.743 -1.717 -0.986 0.5253 -0.3942 -0.4433
H 1.448 0.684 -0.247 -0.2940 -0.1096 0.3123
H 1.579 0.996 -1.980 -0.1757 0.5097 -0.0273
H 3.772 1.088 0.008 -0.0364 0.2584 0.0956
H 4.342 1.297 -1.654 -0.5704 -0.0267 -0.4649
H 4.922 -0.016 -0.680 -0.2655 -0.3967 -0.1478
H -0.925 0.461 -1.850 -0.1583 -0.0374 -1.0330
H -0.656 0.105 -0.433 -0.2728 -0.4547 0.6663
O -1.726 2.530 0.469 -0.2381 1.1129 -0.6476
H -1.280 3.033 1.151 0.0350 0.1288 0.0383
H -1.476 1.622 0.639 0.0268 -0.9883 0.6364
O -2.831 -0.622 3.946 -0.2310 -0.2811 -0.2163
H -3.182 -0.907 4.790 -0.2234 -0.3152 -0.0234
H -2.246 0.104 4.162 0.5025 0.8101 -0.0307
O -2.367 -2.158 -0.205 -0.8602 -0.8577 0.9293
H -1.803 -1.610 -0.751 0.9454 1.3792 -0.8303
H -2.595 -2.900 -0.765 -0.2995 -0.2705 0.2367
O -0.902 1.543 3.758 -0.0176 0.3755 1.2472
H -0.969 0.989 2.980 0.1490 -0.7132 -1.4346
H -0.728 2.419 3.413 -0.0797 0.1689 0.1201

Record 7
33
Properties=species:S:1:pos:R:3:forces:R:3 method="wB97M-V/def2-TZVPD" spin_multiplicity=1 lumo_energy_ev=-2.669 molar_mass_da=210.20 total_charge=+1 gap_ev=11.020 de_lowest_ev=0.000 homo_energy_ev=-13.689
O 0.291 -0.467 3.388 0.1141 0.0162 0.0910
C 1.055 -0.016 2.577 -0.3402 -0.1434 0.0579
C 0.518 0.601 1.293 -0.4845 0.3070 -0.0710
C 0.850 2.105 1.236 0.4681 0.0208 0.0623
C 1.214 2.618 -0.135 -0.0698 -0.2965 -0.4589
O 0.715 2.211 -1.158 0.0232 -0.1004 0.2106
N -0.958 0.356 1.258 0.1169 -0.1083 -0.5191
H 2.144 -0.016 2.703 0.0316 0.0398 0.0018
H 0.957 0.088 0.438 0.0440 0.0199 -0.0686
H 0.045 2.766 1.580 -0.0937 -0.2772 0.2040
H 1.724 2.286 1.866 -0.2582 0.0868 0.0292
H 1.989 3.394 -0.178 -0.0055 0.1796 0.0938
H -1.189 -0.628 1.046 0.1260 0.1424 0.2305
H -1.345 0.577 2.175 -0.0970 -0.1239 0.0445
H -1.447 0.932 0.470 0.0131 0.0349 0.2145
H -1.376 -2.777 -0.717 -0.2662 -0.0223 0.1827
H -2.719 -3.072 0.026 0.0116 0.0953 0.0085
O -2.176 -2.347 -0.304 0.5131 -0.0693 0.0454
H 1.303 -1.819 -4.020 -0.0229 0.0239 0.2881
H 0.760 -0.711 -3.110 0.0099 -0.0331 -0.0243
O 1.134 -1.600 -3.091 0.0496 0.2070 -0.4007
H 4.165 0.869 0.778 0.2702 -0.1269 -0.2156
H 4.393 1.578 2.109 0.1530 0.0373 0.0590
O 3.705 1.278 1.510 -0.1751 0.0416 0.0580
H -1.366 1.915 -1.222 0.0644 0.1973 -0.1363
H -2.564 0.921 -1.225 0.0426 0.4045 0.1642
O -2.134 1.658 -0.696 -0.0667 -0.5980 -0.2011
H -4.013 -0.556 -2.219 -0.2050 -0.2138 0.0347
H -2.806 -1.224 -1.420 -0.4764 -0.0669 -0.1818
O -3.081 -0.490 -2.016 0.5668 0.3734 0.0914
H 0.430 -2.755 -2.027 -0.0302 -0.2887 0.2516
H 0.184 -4.260 -1.729 -0.0773 0.2698 0.2299
O 0.095 -3.378 -1.338 0.0508 -0.0290 -0.3761

Record 8
34
Properties=species:S:1:pos:R:3:forces:R:3 method="wB97M-V/def2-TZVPD" spin_multiplicity=1 lumo_energy_ev=2.970 molar_mass_da=226.20 total_charge=-1 gap_ev=8.840 de_lowest_ev=2.384 homo_energy_ev=-5.870
C -0.718 0.231 0.828 0.8951 0.8261 -1.7037
C -0.414 1.696 1.242 0.2244 -1.6638 0.4281
C 0.256 1.562 2.604 1.8777 1.9502 -1.2246
O 0.679 2.827 3.153 -0.8347 0.1064 0.6299
N -1.245 0.311 -0.556 0.1464 -0.8472 -1.0347
C -0.329 -0.249 -1.506 -0.1569 1.4503 0.6709
O 0.233 -1.289 -1.109 0.0084 -0.6583 -0.7803
O -0.093 0.457 -2.536 -0.8436 -0.8711 0.1405
H 0.335 -0.249 0.826 -2.1625 0.4459 -0.2241
H -1.417 -0.434 1.319 0.1439 0.4364 1.1985
H 0.238 2.045 0.411 -0.0026 -0.0015 0.8079
H -1.258 2.363 1.236 -0.6214 0.1647 0.2761
H 1.213 1.038 2.464 -0.6386 -0.7425 0.1622
H -0.369 1.121 3.337 -0.5120 -0.6275 0.5489
H -1.702 1.167 -0.894 0.8674 -0.2214 0.7388
H -0.351 -2.571 0.587 -0.3739 -0.3268 0.1700
H 0.007 -3.769 -0.124 -0.2941 -0.4118 0.2512
H 1.772 0.153 -2.984 -0.5753 -0.5832 0.2558
O -0.472 -3.541 0.689 0.5516 0.6902 -0.7126
H 0.047 -2.665 2.680 0.5709 -0.5633 -0.5565
H 1.420 -1.952 2.226 0.2880 -0.8680 -0.4280
O 0.576 -1.870 2.650 -0.6474 1.4007 1.2590
H 1.410 3.127 2.627 0.4272 0.2642 -0.3763
H 3.053 -2.024 -1.464 -0.4305 0.1911 -0.4462
O 3.832 -1.821 -0.965 1.1090 -0.5708 1.0826
H -0.757 3.405 -2.862 0.2670 0.3036 -0.5598
H -0.799 1.917 -2.416 0.6705 -0.6275 -0.3841
O -1.083 2.823 -2.192 -0.8802 0.6735 0.8585
H 3.761 -0.882 -0.795 -0.2221 0.1594 -0.2802
H 1.525 -1.276 -2.396 -0.5103 0.7782 0.0313
O 2.207 -0.668 -2.723 1.5770 -0.1558 -0.8294
H -3.133 -0.427 -0.917 0.0998 -0.9966 0.0682
H -4.376 0.170 -1.305 -0.6453 -0.3548 -0.1721
O -4.049 -0.725 -1.132 0.6273 1.2512 0.1343

Record 9
34
Properties=species:S:1:pos:R:3:forces:R:3 method="wB97M-V/def2-TZVPD" spin_multiplicity=1 lumo_energy_ev=3.127 molar_mass_da=226.20 total_charge=-1 gap_ev=9.426 de_lowest_ev=1.492 homo_energy_ev=-6.299
O 1.141 -0.938 -1.079 -0.2223 0.0853 -0.1786
C 0.394 -0.539 -0.153 -0.0421 -0.5427 0.0632
O -0.232 -1.329 0.617 -0.2143 0.3722 0.4863
C 0.209 0.970 0.093 -0.7269 -0.2991 -0.1383
C 0.475 1.854 -1.135 1.2265 1.2467 1.2002
C -0.550 1.792 -2.234 0.8560 -0.8943 -0.5743
O -0.576 0.491 -2.824 -0.4615 -0.3019 -0.4950
N -1.146 1.281 0.588 -0.2282 0.0099 0.2714
H 0.837 1.235 0.937 0.5870 -0.0213 -0.2874
H 1.492 1.854 -1.546 -0.1361 -1.4611 -0.2357
H 0.702 2.837 -0.683 -1.4124 0.3872 -0.2127
H -0.226 2.465 -3.033 -0.3891 0.3847 0.1326
H -1.583 1.952 -1.945 0.0293 0.5331 0.2512
H 0.085 -0.116 -2.461 0.2555 0.3116 0.3027
H -1.840 0.656 0.202 -0.0299 -0.0249 -0.4240
H -1.282 1.131 1.588 0.5652 0.2085 -0.2213
H 2.670 -0.037 -1.300 0.1974 0.3109 0.3712
H 3.692 -0.061 -0.187 -0.0089 0.0876 0.0388
O 3.433 0.476 -0.943 0.0270 -0.3034 -0.2477
H 0.249 -3.115 -1.291 0.1169 0.0195 0.2007
H -0.402 -3.214 0.052 0.2794 0.0689 -0.2609
O -0.049 -3.780 -0.655 -0.2102 -0.1929 -0.0552
H -2.831 3.226 -0.980 0.1381 -0.0603 0.0770
H -1.772 3.251 0.139 -0.4098 -0.4897 -0.0909
O -2.646 3.598 -0.115 -0.1075 0.7146 0.0498
H -0.119 -0.336 2.390 0.2758 0.5998 -0.2192
H 1.041 -0.617 3.213 0.3895 0.5871 0.1853
O 0.521 0.160 2.946 -0.4492 -1.2524 0.2282
H -3.256 -1.629 1.381 -0.1057 0.0384 0.0034
H -2.177 -1.219 2.323 -0.0023 0.0502 0.0108
O -3.139 -1.215 2.244 0.1668 -0.1189 -0.1278
H 2.545 -2.724 0.973 -0.0982 0.0018 -0.0487
H 1.290 -2.084 1.535 0.0890 0.0387 -0.3572
O 2.236 -2.205 1.722 0.0552 -0.0939 0.3020